(1)
43
Properties=species:S:1:pos:R:3 method="wB97M-V/def2-TZVPD" homo_ha="-0.471 / -0.473" total_charge=+2 homo_lumo_gap_ev="4.3 / 4.4" lumo_energy_ev="-8.50 / -8.46" relative_energy_kj_mol=0.0
Bi -0.101 0.943 1.312
P 2.217 -0.438 1.202
C 2.251 -0.846 -0.517
C 1.071 -1.175 -1.215
N -0.145 -0.631 -0.794
C -1.310 -1.146 -1.251
C -1.344 -2.176 -2.200
C -0.140 -2.629 -2.749
C 1.055 -2.081 -2.308
C -2.606 -0.612 -0.633
P -2.465 1.018 0.203
H 2.013 -2.397 -2.715
H -2.306 -2.605 -2.497
H -0.135 -3.424 -3.493
H -3.393 -0.561 -1.407
H -2.959 -1.330 0.128
H 2.462 1.286 -1.615
H 3.219 -0.954 -1.002
H 0.963 3.031 -1.269
O 2.463 2.231 -1.636
H 3.342 2.514 -1.361
H -0.112 2.773 0.049
O 0.122 3.412 -0.871
H 0.361 4.294 -0.549
C -2.792 2.135 -1.196
H -3.807 1.911 -1.563
H -2.764 3.193 -0.892
H -2.094 1.960 -2.032
C -3.858 1.150 1.344
H -3.798 2.103 1.889
H -4.820 1.119 0.811
H -3.824 0.332 2.078
C 2.028 -2.185 1.746
H 3.021 -2.640 1.621
H 1.651 -2.279 2.770
H 1.329 -2.665 1.046
C 3.937 -0.024 1.645
H 4.013 0.252 2.708
H 4.570 -0.904 1.450
H 4.314 0.820 1.049
Se -0.181 -1.576 5.608
C -0.579 -0.843 4.081
N -0.868 -0.355 3.024

---

(2)
43
Properties=species:S:1:pos:R:3 method="wB97M-V/def2-TZVPD" homo_ha="-0.603 / -0.612" total_charge=+2 homo_lumo_gap_ev="7.6 / 8.1" lumo_energy_ev="-8.80 / -8.56" s_squared=0.755 relative_energy_kj_mol=61.1 spin_multiplicity=2
C 0.599 3.470 -0.710
C 0.363 2.026 -0.441
H 1.641 3.811 -0.762
H 0.133 3.885 0.179
H 0.046 3.754 -1.613
O 1.162 1.154 -0.017
Cl -1.321 1.664 -0.203
Ti -0.230 -0.829 0.257
P -0.028 -0.437 -2.283
C 1.274 -1.320 -3.203
C -1.564 -1.151 -2.918
H -0.854 1.800 -2.953
H -0.092 0.895 -4.300
H 0.939 1.703 -3.081
C -0.007 1.155 -3.233
H -2.419 -0.679 -2.435
H -1.594 -0.996 -3.998
H 1.087 -1.185 -4.278
H 1.235 -2.381 -2.939
H -1.564 -2.213 -2.682
H 2.260 -0.908 -2.955
C 1.498 -1.720 -0.038
O 2.606 -2.092 -0.150
Cl -1.972 -2.132 0.211
O -0.212 -0.063 2.076
C 0.294 -0.154 3.247
C -0.342 0.574 4.391
C -1.191 -0.386 5.245
C -0.366 -1.224 6.197
C 0.697 -2.123 5.521
C 1.789 -1.373 4.790
N 1.357 -0.915 3.467
H 0.458 1.036 5.000
H -0.969 1.382 3.976
H -1.919 0.206 5.811
H -1.774 -1.028 4.573
H 0.139 -0.575 6.927
H -1.045 -1.870 6.761
H 1.170 -2.731 6.302
H 0.199 -2.828 4.846
H 2.137 -0.515 5.389
H 2.644 -2.034 4.640
H 1.894 -1.183 2.641

---

(3)
51
Properties=species:S:1:pos:R:3 method="wB97M-V/def2-TZVPD" homo_ha=-0.264 total_charge=-1 homo_lumo_gap_ev=9.7 lumo_energy_ev=2.49
Cl 2.274 2.610 2.124
O 3.569 2.767 1.494
O 2.453 2.863 3.539
O 1.335 3.548 1.555
O 1.787 1.271 1.899
C 2.810 1.211 -1.318
C 2.661 2.718 -1.550
O 2.720 2.845 -2.980
C 2.994 1.641 -3.533
O 2.972 1.428 -4.703
O 3.284 0.728 -2.587
H 1.894 0.699 -1.037
H 3.568 1.065 -0.552
H 3.389 3.334 -1.036
H 1.661 2.993 -1.219
C -0.597 3.575 4.630
C 0.072 4.808 5.227
O -0.672 5.062 6.418
C -1.543 4.052 6.644
O -2.268 4.007 7.589
O -1.462 3.122 5.680
H 0.100 2.802 4.329
H -1.221 3.870 3.785
H 0.075 5.690 4.590
H 1.127 4.625 5.449
C -2.618 -4.659 -4.074
C -3.251 -4.760 -2.679
O -2.374 -4.345 -1.640
P -2.242 -2.802 -1.316
O -3.446 -2.004 -1.516
O -1.047 -2.293 -2.222
C 0.267 -2.834 -2.057
C 1.170 -2.327 -3.150
O -1.689 -2.911 0.146
C -1.716 -1.710 0.996
C -0.656 -0.707 0.551
H -2.099 -5.580 -4.325
H -3.358 -4.403 -4.836
H -1.960 -3.788 -4.134
H -4.166 -4.163 -2.660
H -3.556 -5.790 -2.505
H 0.631 -2.673 -1.040
H 0.246 -3.936 -2.097
H 1.267 -1.243 -3.072
H 2.162 -2.749 -2.984
H 0.806 -2.611 -4.133
H -2.746 -1.378 1.091
H -1.405 -2.152 1.942
H -0.736 -0.569 -0.529
H -0.760 0.254 1.044
H 0.290 -1.202 0.762

---

(4)
48
Properties=species:S:1:pos:R:3 method="wB97M-V/def2-TZVPD" homo_ha=-0.135 total_charge=-1 homo_lumo_gap_ev=2.5 lumo_energy_ev=-1.15 relative_energy_kj_mol=808.4
C -3.835 0.022 0.509
C -3.337 -1.106 -0.582
C -4.033 -2.543 -0.086
C -1.689 -1.390 -0.520
C -0.807 -0.254 -1.306
C -0.033 0.821 -0.341
O 0.232 1.937 -1.309
C 1.498 0.503 0.183
C 1.674 -0.841 1.154
C 2.642 -1.992 0.503
C 1.687 -3.202 -0.090
N 2.579 -4.355 -0.569
N 1.830 1.612 1.203
C 0.616 2.056 1.684
S 0.259 3.370 3.004
O -0.331 2.583 4.239
O 1.571 4.045 3.533
F -0.959 4.490 2.538
C -0.736 1.359 1.038
F -1.126 0.408 2.104
H -3.417 1.096 0.308
H -3.525 -0.404 1.580
H -5.020 0.045 0.523
H -3.698 -0.776 -1.652
H -3.335 -2.928 0.792
H -5.066 -2.271 0.440
H -4.161 -3.311 -0.961
H -1.545 -2.404 -1.133
H -1.328 -1.632 0.572
H 0.033 -0.842 -1.913
H -1.430 0.340 -2.119
H 0.869 1.528 -1.995
H 2.300 0.355 -0.687
H 2.170 -0.489 2.172
H 0.650 -1.334 1.437
H 3.273 -2.480 1.389
H 3.375 -1.603 -0.334
H 1.113 -2.746 -1.020
H 0.881 -3.590 0.664
H 1.998 -5.149 -0.937
H 3.129 -3.931 -1.375
H 2.797 1.950 1.491
H -1.572 2.165 0.886
O 3.683 4.259 -4.151
S 2.761 4.178 -3.004
O 3.360 4.860 -1.842
O 2.516 2.763 -2.669
O 1.485 4.828 -3.352

---

(5)
50
Properties=species:S:1:pos:R:3 method="wB97M-V/def2-TZVPD" homo_ha=-0.336 total_charge=0 smiles="CCN(CC[C@H]1NC(=O)[C@H](S)[C@@H]1S(=O)(=O)F)C(C)=O.C[N+](=O)[O-].C[N+](=O)[O-]" homo_lumo_gap_ev=9.2 lumo_energy_ev=0.11
C -1.634 -2.861 1.528
C -2.279 -2.558 0.168
N -2.187 -1.132 -0.103
C -2.511 -0.764 -1.474
C -1.278 -0.570 -2.348
C -0.430 0.636 -1.975
N 0.077 0.592 -0.619
C 1.152 -0.317 -0.620
O 1.546 -0.964 0.323
C 1.674 -0.392 -2.076
S 3.479 -0.292 -2.246
C 0.861 0.647 -2.830
S 1.595 2.292 -2.806
O 0.558 3.230 -3.076
O 2.727 2.338 -3.663
F 2.100 2.491 -1.347
C -2.905 -0.339 0.856
C -4.381 -0.588 1.065
O -2.339 0.536 1.499
H -2.373 -2.722 2.307
H -0.841 -2.137 1.672
H -1.200 -3.849 1.561
H -3.308 -2.926 0.191
H -1.736 -3.100 -0.596
H -3.188 -1.469 -1.951
H -3.045 0.186 -1.456
H -1.639 -0.425 -3.361
H -0.681 -1.475 -2.319
H -1.012 1.538 -2.122
H 0.198 1.456 -0.124
H 1.435 -1.382 -2.448
H 3.778 -1.558 -1.938
H 0.753 0.467 -3.890
H -4.895 0.349 0.905
H -4.793 -1.370 0.441
H -4.546 -0.871 2.096
C 1.987 -3.263 3.783
N 0.660 -3.637 4.342
O 0.215 -2.965 5.243
O 0.105 -4.592 3.844
H 2.352 -2.398 4.321
H 2.644 -4.117 3.910
H 1.843 -3.040 2.729
C 2.633 5.561 0.020
N 3.616 6.344 0.817
O 3.611 7.548 0.694
O 4.356 5.716 1.538
H 2.046 6.253 -0.572
H 3.192 4.879 -0.613
H 2.007 5.014 0.718

---

(6)
39
Properties=species:S:1:pos:R:3 method="wB97M-V/def2-TZVPD" homo_ha="-0.308 / -0.328" total_charge=0 homo_lumo_gap_ev="8.7 / 9.2" lumo_energy_ev="0.34 / 0.26" s_squared=0.754 spin_multiplicity=2
C 4.055 0.257 -0.381
C 3.842 -1.032 -1.164
S 2.155 -1.227 -1.815
C 1.321 -2.037 -0.412
C 0.189 -1.215 0.227
I -0.277 -2.326 2.052
C -0.981 -1.211 -0.752
C -2.100 -0.197 -0.538
C -3.181 -0.676 0.462
C -2.794 -0.049 -1.901
N -1.568 1.141 -0.201
O -2.465 2.050 -0.096
C -0.493 1.243 0.814
C 0.175 2.619 0.606
C -1.040 1.256 2.245
C 0.613 0.200 0.604
H 5.111 0.488 -0.300
H 3.682 0.140 0.632
H 3.524 1.074 -0.856
H 4.003 -1.870 -0.497
H 4.547 -1.137 -1.979
H 2.066 -2.272 0.337
H 0.891 -2.953 -0.793
H -1.435 -2.197 -0.750
H -0.589 -1.071 -1.757
H -3.375 0.058 1.232
H -4.116 -0.816 -0.066
H -2.931 -1.636 0.891
H -3.121 -1.019 -2.261
H -3.669 0.579 -1.787
H -2.117 0.416 -2.613
H 0.180 2.853 -0.454
H 1.212 2.584 0.930
H -0.349 3.404 1.133
H -1.553 0.345 2.522
H -1.693 2.110 2.375
H -0.183 1.378 2.898
H 1.156 0.153 1.543
H 1.308 0.593 -0.127

---

(7)
40
Properties=species:S:1:pos:R:3 method="wB97M-V/def2-TZVPD" homo_ha=-0.302 total_charge=0 smiles="CCC(=O)NCCN1CCN(C(=O)CC)CC1" homo_lumo_gap_ev=9.0 lumo_energy_ev=0.80 relative_energy_kj_mol=38.5
C 3.230 -0.760 -2.477
C 1.776 -1.141 -2.726
C 1.076 -1.545 -1.439
O 1.556 -1.396 -0.334
N -0.142 -2.108 -1.634
C -1.030 -2.390 -0.526
C -1.743 -1.115 -0.028
N -1.830 -1.081 1.423
C -0.554 -0.881 2.107
C -0.332 0.591 2.519
N -0.970 1.450 1.550
C -0.375 1.985 0.452
O -1.033 2.500 -0.435
C 1.142 1.922 0.404
C 1.676 2.668 -0.813
C -2.418 1.332 1.584
C -2.810 -0.128 1.903
H 3.702 -0.434 -3.400
H 3.284 0.044 -1.749
H 3.778 -1.611 -2.081
H 1.234 -0.288 -3.145
H 1.712 -1.965 -3.440
H -0.546 -2.077 -2.556
H -1.751 -3.144 -0.842
H -0.427 -2.807 0.282
H -1.209 -0.249 -0.444
H -2.764 -1.089 -0.416
H 0.258 -1.194 1.451
H -0.543 -1.514 3.001
H -0.794 0.795 3.491
H 0.731 0.804 2.598
H 1.450 0.874 0.360
H 1.550 2.364 1.316
H 2.762 2.613 -0.845
H 1.272 2.237 -1.725
H 1.376 3.713 -0.776
H -2.826 2.012 2.341
H -2.790 1.641 0.605
H -3.781 -0.358 1.459
H -2.894 -0.272 2.984

---

(8)
48
Properties=species:S:1:pos:R:3 method="wB97M-V/def2-TZVPD" homo_ha="-0.216 / -0.271" total_charge=0 homo_lumo_gap_ev="4.7 / 6.0" lumo_energy_ev="-1.21 / -1.43" s_squared=2.055 relative_energy_kj_mol=0.0 spin_multiplicity=3
O 2.799 2.045 -1.178
H 3.436 2.757 -1.064
Pd 0.267 0.058 0.331
N 0.282 1.015 -1.344
N -0.462 1.820 0.932
N 0.560 -1.869 -0.209
N -0.374 -1.025 1.953
O 0.404 0.411 -2.409
O 1.003 -2.177 -1.444
O -1.045 -0.449 2.987
O -1.013 2.068 2.058
C -0.268 2.821 0.023
C 0.096 2.368 -1.246
C 0.291 -2.841 0.663
C -0.233 -2.352 1.931
C 0.289 3.194 -2.458
H 1.305 3.070 -2.859
H 0.120 4.235 -2.160
H -0.462 2.883 -3.198
C -0.420 4.234 0.446
H 0.313 4.497 1.229
H -1.427 4.358 0.869
H -0.262 4.876 -0.433
C 0.439 -4.291 0.285
C -0.626 -3.237 3.075
H 1.060 -4.415 -0.627
H -0.568 -4.707 0.073
H 0.873 -4.884 1.116
H -1.236 -2.662 3.792
H 0.266 -3.631 3.601
H -1.203 -4.096 2.688
H 1.090 -1.281 -1.906
H -1.020 0.537 2.745
C 2.131 0.486 0.886
H 2.662 1.052 0.088
H 2.547 -0.480 1.217
H 1.917 1.063 1.793
O 3.139 -0.102 -2.649
H 3.057 0.876 -2.437
H 3.525 -0.454 -1.829
S -4.354 -0.449 -0.023
C -3.622 -1.327 -1.339
C -2.256 -1.096 -1.349
N -1.810 -0.352 -0.276
C -2.799 0.068 0.518
H -4.176 -1.901 -2.080
H -1.574 -1.484 -2.105
H -2.663 0.770 1.324

---

(9)
42
Properties=species:S:1:pos:R:3 method="wB97M-V/def2-TZVPD" homo_ha="-0.531 / -0.579" total_charge=+2 homo_lumo_gap_ev="7.8 / 7.9" lumo_energy_ev="-6.67 / -7.86" s_squared=2.020 relative_energy_kj_mol=0.0 spin_multiplicity=3
Ni 0.189 0.534 0.070
O -0.730 -1.407 -0.305
C -0.419 -2.252 -1.176
O 0.556 0.413 -2.299
C 0.293 -0.602 -2.928
O 0.396 -0.590 -4.254
N -0.071 -1.881 -2.483
C 0.113 -1.912 -4.775
C -0.049 -2.834 -3.597
H 0.953 -2.191 -5.411
H -0.807 -1.848 -5.349
H 0.803 -3.514 -3.488
H -0.977 -3.407 -3.619
C -0.478 -3.634 -0.833
C -0.801 -3.995 0.432
H -0.250 -4.353 -1.613
H -1.073 -3.276 1.193
H -0.808 -5.061 0.682
C 0.838 -0.902 2.158
P 0.027 0.709 2.348
C -0.133 0.858 4.133
C -1.605 1.420 1.792
C -1.292 2.710 0.994
P 0.391 2.584 0.278
C 0.729 3.720 -1.020
C 1.542 2.775 1.631
H 0.185 -1.664 2.593
H 1.772 -0.850 2.734
H 1.084 -1.186 1.119
H -0.038 1.906 4.451
H -1.131 0.492 4.408
H 0.637 0.254 4.626
H -2.124 0.656 1.202
H -2.193 1.633 2.698
H -1.992 2.830 0.150
H -1.336 3.612 1.599
H 1.023 4.679 -0.594
H 1.546 3.314 -1.636
H -0.159 3.838 -1.647
H 1.342 2.054 2.475
H 1.492 3.804 2.002
H 2.555 2.564 1.258

---

(10)
45
Properties=species:S:1:pos:R:3 method="wB97M-V/def2-TZVPD" homo_ha=-0.169 total_charge=-1 homo_lumo_gap_ev=7.3 lumo_energy_ev=2.68 relative_energy_kj_mol=0.0
C -2.955 1.636 -0.532
O -2.589 0.289 -0.317
C -1.430 -0.126 -1.023
C -0.865 -1.407 -0.386
C 0.280 -2.024 -1.214
C 0.230 -1.878 -2.744
C 0.843 -0.568 -3.221
Br 1.156 -0.584 -5.140
C -1.985 -2.419 -0.042
N -2.537 -1.976 1.241
C -1.641 -1.118 1.874
O -1.853 -0.549 2.923
C -0.372 -1.037 1.023
O 0.602 -1.976 1.438
B 1.619 -1.429 2.271
O 2.779 -1.071 1.715
O 1.335 -1.237 3.637
H -4.039 1.694 -0.667
H -2.661 2.238 0.338
H -2.472 2.047 -1.428
H -1.686 -0.275 -2.084
H -0.655 0.655 -0.965
H 1.230 -1.622 -0.847
H 0.301 -3.094 -0.983
H 0.781 -2.701 -3.209
H -0.801 -1.952 -3.119
H 1.804 -0.369 -2.743
H 0.203 0.295 -3.050
H -2.760 -2.491 -0.810
H -1.520 -3.402 0.093
H -3.456 -1.560 1.195
H 0.067 -0.036 1.020
H 2.563 -0.112 1.206
H 1.412 -2.009 4.198
C 0.573 2.605 1.449
C 2.027 2.194 1.142
C 2.676 3.317 0.314
O 2.107 0.992 0.488
H 0.025 2.697 0.500
H 0.081 1.853 2.072
H 0.515 3.562 1.975
H 2.557 2.188 2.119
H 2.145 3.407 -0.639
H 3.719 3.067 0.108
H 2.648 4.286 0.824

---

(11)
44
Properties=species:S:1:pos:R:3 method="wB97M-V/def2-TZVPD" homo_ha=-0.440 total_charge=+1 homo_lumo_gap_ev=8.9 lumo_energy_ev=-3.02 relative_energy_kj_mol=0.0
C 2.417 -1.219 -2.634
B 1.557 -0.031 -2.048
O 2.156 0.985 -1.344
N 0.075 -0.028 -2.319
C -0.627 1.129 -2.620
C -1.889 0.691 -2.812
N -1.904 -0.659 -2.627
C -0.688 -1.104 -2.304
H 2.846 -1.843 -1.845
H 3.190 -0.748 -3.254
H 1.840 -1.874 -3.294
H 2.482 1.618 -2.002
H -0.233 2.127 -2.680
H -2.752 1.283 -3.069
H -2.686 -1.292 -2.715
H -0.340 -2.111 -2.080
O -0.326 6.667 1.326
C 0.473 5.816 1.592
O 1.312 5.378 0.628
C 2.388 4.470 0.863
C 1.905 3.033 0.870
C 0.506 5.170 2.957
H 2.931 4.734 1.772
H 3.083 4.615 0.036
H 1.188 2.853 1.671
H 2.742 2.347 0.998
H 1.403 2.801 -0.065
H -0.289 4.427 3.014
H 0.330 5.940 3.704
H 1.454 4.699 3.207
O -0.117 -3.686 -0.943
C -0.898 -4.075 -0.104
O -1.721 -3.191 0.465
C -2.783 -3.552 1.370
C -2.271 -3.741 2.782
C -0.895 -5.507 0.355
H -3.323 -4.424 1.000
H -3.483 -2.719 1.347
H -1.548 -4.553 2.846
H -3.097 -3.964 3.458
H -1.770 -2.837 3.128
H -0.078 -5.647 1.063
H -0.731 -6.146 -0.510
H -1.825 -5.829 0.814